Here is a single C27H44O2 molecule from OMol25. Energies are from ωB97M-V/def2-TZVPD.

Kohn-Sham gap: 9.272 eV
SMILES string: CC(C)=CCC/C(C)=C/CC/C(C)=C/CCC(=O)OC/C=C(\C)CCC=C(C)C
Highest occupied orbital energy: -8.51 eV
Multiplicity: 1
Charge: 0
Relative energy (zero: lowest compared OMol25 entry of this formula, charge and spin): 1.4238 eV

The geometry in XYZ format:
```
73
Properties=species:S:1:pos:R:3:lowdin_charge:R:1
C 6.139 -0.628 1.154 -0.056
C 6.252 -0.827 -0.333 -0.353
C 6.157 -2.251 -0.794 -0.066
C 6.442 0.170 -1.188 -0.105
C 6.542 1.624 -0.851 -0.184
C 5.267 2.379 -1.275 -0.167
C 4.078 1.930 -0.467 -0.312
C 3.898 2.656 0.835 -0.049
C 3.288 0.962 -0.915 -0.077
C 2.098 0.359 -0.240 -0.171
C 2.336 -1.137 0.039 -0.161
C 1.148 -1.727 0.744 -0.289
C 1.067 -1.467 2.223 -0.037
C 0.221 -2.395 0.068 -0.083
C -1.067 -2.928 0.620 -0.170
C -2.243 -2.219 -0.071 -0.083
C -2.032 -0.722 -0.028 -0.515
O -1.921 -0.019 -0.999 0.107
O -1.974 -0.272 1.224 -0.023
C -1.773 1.141 1.381 -0.143
C -2.895 1.957 0.809 -0.047
C -4.187 1.771 1.060 -0.286
C -4.716 0.730 1.997 -0.027
C -5.223 2.593 0.342 -0.163
C -5.616 1.937 -0.995 -0.176
C -6.359 0.654 -0.798 -0.113
C -6.103 -0.508 -1.387 -0.349
C -6.939 -1.724 -1.111 -0.069
C -4.998 -0.710 -2.386 -0.049
H 5.409 0.144 1.387 0.065
H 7.098 -0.325 1.576 0.086
H 5.835 -1.552 1.640 0.074
H 6.281 -2.326 -1.871 0.074
H 6.924 -2.856 -0.310 0.081
H 5.186 -2.669 -0.526 0.069
H 6.507 -0.052 -2.246 0.111
H 6.711 1.762 0.217 0.100
H 7.393 2.056 -1.386 0.111
H 5.090 2.194 -2.336 0.113
H 5.425 3.450 -1.135 0.113
H 3.375 3.598 0.665 0.087
H 4.867 2.891 1.272 0.077
H 3.327 2.078 1.556 0.065
H 3.518 0.515 -1.874 0.118
H 1.871 0.871 0.695 0.095
H 1.224 0.451 -0.892 0.120
H 3.232 -1.243 0.653 0.105
H 2.509 -1.648 -0.910 0.117
H 0.117 -1.007 2.489 0.068
H 1.156 -2.400 2.779 0.089
H 1.871 -0.808 2.540 0.076
H 0.346 -2.540 -0.997 0.122
H -1.125 -2.763 1.694 0.106
H -1.142 -4.003 0.431 0.116
H -3.180 -2.459 0.434 0.124
H -2.310 -2.516 -1.118 0.123
H -0.833 1.412 0.890 0.120
H -1.675 1.282 2.461 0.132
H -2.595 2.720 0.106 0.117
H -3.922 0.245 2.557 0.073
H -5.256 -0.027 1.429 0.077
H -5.418 1.183 2.697 0.087
H -4.823 3.587 0.134 0.113
H -6.113 2.702 0.965 0.112
H -4.716 1.774 -1.586 0.108
H -6.260 2.635 -1.540 0.116
H -7.193 0.721 -0.109 0.113
H -7.386 -2.089 -2.035 0.081
H -6.319 -2.524 -0.706 0.075
H -7.734 -1.507 -0.402 0.073
H -4.857 -1.769 -2.587 0.074
H -4.056 -0.298 -2.032 0.053
H -5.244 -0.217 -3.327 0.089
```

---

Here is 3 unconnected molecules or ions with the total composition C6H16O2 in a non-equilibrium geometry from OMol25. Energies are from ωB97M-V/def2-TZVPD.

Kohn-Sham gap: 10.052 eV
SMILES string: C/C=C/CCC.O.O
Highest occupied orbital energy: -9.45 eV
Multiplicity: 1
Charge: 0
Relative energy (zero: lowest compared OMol25 entry of this formula, charge and spin): 1.0910 eV

The geometry in XYZ format:
```
24
Properties=species:S:1:pos:R:3:lowdin_charge:R:1
C 1.507 -1.519 2.353 -0.088
C 1.081 -1.610 0.887 -0.149
C 0.808 -0.530 0.161 -0.152
C 0.316 -0.665 -1.258 -0.209
C -1.034 0.050 -1.482 -0.270
C -2.164 -0.652 -0.752 -0.107
H 0.856 -0.844 2.903 0.070
H 2.503 -1.088 2.254 0.072
H 1.456 -2.493 2.829 0.065
H 0.929 -2.557 0.382 0.102
H 0.761 0.458 0.596 0.085
H 0.980 -0.288 -2.038 0.109
H 0.138 -1.722 -1.461 0.104
H -0.943 1.125 -1.380 0.073
H -1.259 -0.001 -2.554 0.108
H -2.415 -1.588 -1.255 0.076
H -3.103 -0.093 -0.749 0.071
H -1.946 -0.822 0.302 0.070
O -1.951 2.548 0.144 -0.046
H -1.141 2.038 0.108 -0.013
H -1.631 3.437 0.335 0.046
O 2.138 2.607 -0.314 -0.052
H 2.798 1.953 -0.059 0.039
H 1.316 2.261 0.051 -0.004
```

---

Here is a molecular structure, C3H12KO3 in a non-equilibrium geometry from OMol25. Energies are from ωB97M-V/def2-TZVPD.

Kohn-Sham gap: 10.668 eV
Highest occupied orbital energy: -13.94 eV
Multiplicity: 1
Charge: +1
Relative energy (zero: lowest compared OMol25 entry of this formula, charge and spin): 0.4271 eV

The geometry in XYZ format:
```
19
Properties=species:S:1:pos:R:3:lowdin_charge:R:1
K -16.176 9.837 -12.376 0.946
C -17.972 12.999 -11.252 -0.160
O -18.116 11.649 -11.437 -0.190
H -18.931 13.418 -11.558 0.099
H -17.734 13.247 -10.218 0.088
H -17.084 13.367 -11.766 0.082
H -19.016 11.375 -11.246 0.096
C -17.862 11.302 -15.598 -0.101
O -17.937 10.327 -14.530 -0.213
H -17.134 12.111 -15.540 0.077
H -17.530 10.675 -16.426 0.089
H -18.852 11.757 -15.631 0.093
H -18.823 10.379 -14.163 0.070
C -13.596 12.677 -11.136 -0.114
O -14.480 12.152 -12.149 -0.198
H -14.153 12.753 -10.202 0.083
H -12.752 12.037 -10.877 0.081
H -13.181 13.651 -11.397 0.091
H -14.235 12.510 -13.005 0.082
```

---

Here is 3 unconnected molecules or ions with the total composition C12H28ClN2O4P2 in a non-equilibrium geometry from OMol25. Energies are from ωB97M-V/def2-TZVPD.

Kohn-Sham gap: 7.734 eV
Highest occupied orbital energy: -11.51 eV
Multiplicity: 1
Charge: +1
Relative energy (zero: lowest compared OMol25 entry of this formula, charge and spin): 0.0000 eV

The geometry in XYZ format:
```
49
Properties=species:S:1:pos:R:3:lowdin_charge:R:1
C 2.262 2.346 2.448 -0.065
C 1.929 1.173 1.382 -0.189
O 0.809 1.552 0.487 -0.075
N 0.129 0.415 0.236 -0.116
C 0.812 -0.653 -0.452 0.015
N -0.032 -1.795 -0.598 0.092
C -1.278 -1.365 0.019 -0.352
P -2.740 -2.545 0.108 0.645
O -2.093 -4.036 -0.507 -0.371
Cl -3.224 -3.002 2.133 0.197
C -1.269 0.063 0.562 -0.244
P -2.494 1.190 1.412 0.953
C -2.807 2.581 0.122 -0.277
C -4.192 0.436 1.692 -0.447
C -4.592 0.398 3.266 -0.174
H 3.270 2.148 2.967 0.100
H 2.187 3.389 2.003 0.087
H 1.461 2.248 3.267 0.088
H 1.676 0.251 2.021 0.144
H 2.882 0.963 0.781 0.128
H 1.865 -0.704 -0.865 0.162
H 0.144 -2.720 -1.023 0.164
H -1.496 -4.327 0.233 0.049
H -1.897 3.243 -0.033 0.045
H -3.725 3.176 0.481 0.062
H -3.151 2.034 -0.824 0.052
H -4.374 -0.598 1.261 0.013
H -4.980 1.125 1.204 0.094
H -5.730 0.220 3.303 0.087
H -4.418 1.408 3.761 0.073
H -4.112 -0.480 3.816 0.059
C 5.229 -2.432 -0.735 -0.089
C 4.557 -3.197 0.388 -0.311
O 3.677 -2.339 1.111 -0.096
H 5.792 -1.584 -0.337 0.081
H 5.911 -3.077 -1.293 0.082
H 4.484 -2.026 -1.427 0.063
H 5.301 -3.582 1.088 0.120
H 3.982 -4.041 -0.003 0.109
H 3.016 -2.009 0.488 0.028
C 0.223 1.098 -4.006 -0.095
C -0.806 2.212 -4.010 -0.305
O -1.161 2.558 -2.675 -0.106
H -0.170 0.215 -3.492 0.062
H 0.500 0.819 -5.025 0.080
H 1.125 1.406 -3.468 0.069
H -1.712 1.893 -4.529 0.119
H -0.415 3.102 -4.512 0.115
H -0.357 2.847 -2.225 0.076
```

---

Here is a molecular structure, C51H49AuO5S2Sb in a non-equilibrium geometry from OMol25. Energies are from ωB97M-V/def2-TZVPD.

Kohn-Sham gap: 6.425 eV
Highest occupied orbital energy: -10.65 eV
Multiplicity: 1
Charge: +1
Relative energy (zero: lowest compared OMol25 entry of this formula, charge and spin): 0.8230 eV

The geometry in XYZ format:
```
109
Properties=species:S:1:pos:R:3:lowdin_charge:R:1
Au -0.031 0.028 1.244 1.002
C 1.439 -4.739 -3.225 0.021
C 1.004 -3.307 -2.970 -0.570
C 0.406 -2.695 -4.206 0.033
O 2.154 -2.556 -2.547 -0.014
C 2.035 -2.240 -1.162 -0.169
C 0.857 -3.116 -0.705 -0.164
O 0.088 -3.238 -1.893 0.012
C -0.092 -2.852 0.495 -0.365
O -0.825 -1.643 0.435 -0.270
C 0.586 -3.042 1.868 -0.177
C 1.949 -3.245 2.064 -0.024
C 2.450 -3.507 3.341 -0.081
C 1.597 -3.552 4.437 -0.099
C 0.239 -3.305 4.253 -0.081
C -0.258 -3.056 2.982 -0.040
C -1.154 -3.984 0.375 -0.155
C -2.439 -3.709 -0.084 -0.017
C -3.382 -4.728 -0.176 -0.069
C -3.042 -6.027 0.174 -0.085
C -1.757 -6.303 0.625 -0.067
C -0.818 -5.286 0.731 -0.025
C 2.000 -0.706 -0.918 -0.325
O 1.649 -0.546 0.462 -0.279
C 1.130 0.043 -1.987 -0.107
C 1.767 0.755 -3.011 -0.021
C 1.044 1.437 -3.984 -0.071
C -0.343 1.431 -3.967 -0.072
C -0.996 0.713 -2.979 -0.088
C -0.272 0.021 -2.010 -0.061
C 3.437 -0.164 -1.017 -0.174
C 4.445 -0.811 -1.724 -0.023
C 5.712 -0.238 -1.818 -0.065
C 5.989 0.969 -1.196 -0.086
C 4.988 1.610 -0.470 -0.073
C 3.723 1.046 -0.383 -0.035
H 2.115 -4.765 -4.081 0.095
H 0.562 -5.360 -3.429 0.099
H 1.965 -5.145 -2.356 0.090
H 1.151 -2.699 -5.003 0.101
H 0.095 -1.670 -4.015 0.072
H -0.463 -3.282 -4.512 0.102
H 2.935 -2.581 -0.650 0.141
H 1.297 -4.089 -0.466 0.147
H 2.639 -3.208 1.232 0.106
H 3.513 -3.698 3.463 0.110
H 1.983 -3.789 5.423 0.106
H -0.442 -3.329 5.102 0.110
H -1.325 -2.893 2.842 0.131
H -2.693 -2.695 -0.368 0.110
H -4.381 -4.504 -0.531 0.103
H -3.772 -6.824 0.091 0.103
H -1.481 -7.318 0.893 0.107
H 0.178 -5.514 1.102 0.124
H 2.848 0.787 -3.052 0.118
H 1.570 1.980 -4.762 0.111
H -0.907 1.964 -4.726 0.109
H -2.081 0.664 -2.971 0.082
H -0.808 -0.571 -1.305 0.078
H 4.242 -1.747 -2.237 0.118
H 6.485 -0.744 -2.388 0.108
H 6.975 1.413 -1.280 0.104
H 5.191 2.555 0.025 0.103
H 2.940 1.547 0.172 0.107
S -1.891 0.987 2.285 0.149
Sb -2.072 2.828 0.877 1.369
C -3.033 2.283 -0.907 -0.360
C -3.823 1.136 -0.954 -0.127
C -4.513 0.833 -2.121 -0.072
C -4.424 1.678 -3.221 -0.069
C -3.640 2.827 -3.166 -0.075
C -2.935 3.134 -2.008 -0.117
C -3.500 4.007 1.872 -0.351
C -3.313 5.339 2.233 -0.107
C -4.315 6.003 2.930 -0.067
C -5.497 5.346 3.249 -0.061
C -5.690 4.023 2.866 -0.064
C -4.692 3.347 2.179 -0.130
C -0.388 3.882 0.182 -0.339
C 0.310 3.305 -0.883 -0.116
C 1.329 4.032 -1.491 -0.049
C 1.623 5.321 -1.059 -0.053
C 0.936 5.878 0.013 -0.066
C -0.067 5.159 0.646 -0.112
H -3.892 0.481 -0.090 0.090
H -5.126 -0.061 -2.168 0.115
H -4.978 1.447 -4.125 0.115
H -3.580 3.492 -4.021 0.115
H -2.323 4.029 -1.969 0.108
H -2.406 5.870 1.979 0.075
H -4.167 7.035 3.223 0.112
H -6.271 5.866 3.802 0.113
H -6.615 3.513 3.108 0.114
H -4.844 2.313 1.883 0.094
H 0.065 2.309 -1.248 0.070
H 1.880 3.586 -2.309 0.104
H 2.391 5.898 -1.565 0.114
H 1.176 6.878 0.361 0.114
H -0.581 5.595 1.491 0.079
C 1.437 1.142 5.378 -0.233
S 1.645 0.100 3.948 0.872
C 3.423 0.051 3.958 -0.227
O 1.300 1.025 2.777 -0.645
H 1.831 2.129 5.122 0.071
H 1.975 0.705 6.224 0.071
H 0.370 1.203 5.593 0.060
H 3.738 -0.603 4.775 0.069
H 3.811 1.065 4.089 0.071
H 3.732 -0.362 2.996 0.063
```

---

Here is a molecular structure, C6H12As2F13O6Rb in a non-equilibrium geometry from OMol25. Energies are from ωB97M-V/def2-TZVPD.

Kohn-Sham gap: 5.519 eV
Highest occupied orbital energy: -1.85 eV
Multiplicity: 1
Charge: -2
Relative energy (zero: lowest compared OMol25 entry of this formula, charge and spin): 0.0000 eV

The geometry in XYZ format:
```
40
Properties=species:S:1:pos:R:3:lowdin_charge:R:1
Rb 0.440 -0.664 0.716 0.976
As 3.914 -1.191 -0.906 0.693
F 4.512 0.429 -0.857 -0.262
F 3.250 -0.973 0.681 -0.320
F 3.322 -2.827 -0.920 -0.260
F 4.547 -1.379 -2.519 -0.278
F 5.414 -1.831 -0.299 -0.269
F 2.378 -0.740 -1.610 -0.313
As -3.380 -3.331 0.743 0.681
F -4.219 -2.065 1.574 -0.268
F -4.800 -4.317 0.799 -0.274
F -2.534 -4.538 -0.166 -0.257
F -1.952 -2.305 0.661 -0.336
F -2.854 -3.994 2.226 -0.230
F -3.940 -2.655 -0.755 -0.270
F 0.639 -2.458 2.897 -0.903
C -0.925 2.369 -3.210 -0.054
O -1.496 1.137 -3.620 0.004
C -1.291 0.129 -2.764 -0.600
O -0.637 0.231 -1.757 0.013
O -1.875 -0.957 -3.242 0.027
C -1.494 -2.204 -2.650 -0.019
H -1.361 2.715 -2.273 0.089
H -1.108 3.060 -4.028 0.089
H 0.153 2.268 -3.069 0.101
H -1.374 -2.134 -1.573 0.062
H -0.594 -2.621 -3.096 0.105
H -2.327 -2.888 -2.788 0.091
C 0.870 2.377 4.917 -0.025
O 0.938 3.364 3.881 0.003
C 0.820 2.849 2.658 -0.622
O 0.794 1.674 2.408 0.049
O 0.734 3.834 1.773 0.008
C 0.711 3.398 0.404 -0.016
H -0.054 1.807 4.819 0.105
H 0.860 2.923 5.853 0.087
H 1.711 1.695 4.832 0.106
H 1.373 2.537 0.277 0.098
H 1.123 4.224 -0.163 0.095
H -0.288 3.055 0.147 0.096
```

---

Here is a molecular structure, C34H56N2O2P3V in a non-equilibrium geometry from OMol25. Energies are from ωB97M-V/def2-TZVPD.

Kohn-Sham gap (spin up / spin down): 6.841 / 7.728 eV
Highest occupied orbital energy (spin up / spin down): -9.20 / -10.31 eV
Multiplicity: 4
Charge: +1
Relative energy (zero: lowest compared OMol25 entry of this formula, charge and spin): 2.4998 eV

The geometry in XYZ format:
```
98
Properties=species:S:1:pos:R:3:lowdin_charge:R:1
C -1.896 -2.032 -1.007 -0.295
C 0.175 -1.732 -2.038 -0.294
C -2.285 -2.900 -1.998 -0.028
C -0.176 -2.591 -3.075 0.001
C -1.437 -3.193 -3.038 -0.025
H -3.316 -3.319 -1.924 0.138
H 0.544 -2.739 -3.890 0.126
H -1.722 -3.884 -3.846 0.128
N -0.622 -1.534 -0.973 0.026
P -2.449 0.273 0.559 1.110
P 2.221 -0.702 -0.324 1.184
C -2.807 -1.488 0.088 -0.231
H -3.866 -1.593 -0.217 0.087
H -2.672 -2.135 0.985 0.095
C 0.568 1.655 1.223 -0.258
O 1.033 2.461 1.884 0.103
C 1.381 -0.830 -2.063 -0.277
H 2.106 -1.150 -2.803 0.094
C 3.637 0.557 -0.546 -0.625
C 2.878 -2.435 0.082 -0.628
C -3.196 1.371 -0.790 -0.637
C -3.431 0.502 2.190 -0.621
C 3.212 1.904 0.071 -0.104
H 3.247 1.897 1.167 0.080
H 3.912 2.681 -0.273 0.104
H 2.221 2.240 -0.250 0.044
C 4.889 0.092 0.206 -0.091
H 4.702 0.042 1.286 0.079
H 5.249 -0.878 -0.159 0.068
H 5.673 0.842 0.036 0.097
C 3.963 0.784 -2.040 -0.065
H 4.988 1.181 -2.105 0.096
H 3.933 -0.133 -2.645 0.070
H 3.282 1.521 -2.484 0.077
C 3.497 -2.371 1.517 -0.093
H 3.121 -1.516 2.104 0.063
H 3.214 -3.277 2.078 0.080
H 4.589 -2.342 1.482 0.070
C 1.701 -3.435 0.111 -0.096
H 0.814 -3.019 0.600 0.067
H 1.423 -3.757 -0.898 0.073
H 2.007 -4.324 0.679 0.091
C 3.918 -2.882 -0.993 -0.071
H 4.068 -2.176 -1.841 0.070
H 4.883 -3.074 -0.526 0.074
H 3.585 -3.827 -1.445 0.081
C -3.162 1.952 2.675 -0.098
H -3.239 1.984 3.766 0.081
H -2.185 2.340 2.359 0.064
H -3.943 2.668 2.335 0.086
C -2.905 -0.510 3.211 -0.136
H -2.919 -1.546 2.829 0.076
H -1.895 -0.237 3.438 -0.021
H -3.480 -0.493 4.162 0.119
C -4.929 0.214 2.069 -0.081
H -5.232 -0.351 2.970 0.088
H -5.485 1.154 2.059 0.080
H -5.167 -0.433 1.197 0.075
C -2.510 1.059 -2.147 -0.071
H -3.265 0.880 -2.916 0.089
H -1.846 1.887 -2.447 0.080
H -1.886 0.162 -2.130 0.045
C -2.890 2.827 -0.377 -0.089
H -1.847 2.942 -0.054 0.069
H -3.023 3.459 -1.265 0.096
H -3.559 3.204 0.411 0.067
C -4.715 1.154 -0.957 -0.088
H -4.950 0.106 -1.223 0.083
H -5.304 1.447 -0.072 0.065
H -5.037 1.792 -1.791 0.093
V -0.019 0.208 0.200 0.384
N 0.329 1.187 -1.364 -0.031
C 0.884 0.611 -2.312 -0.430
C 0.990 1.260 -3.651 -0.163
C 0.979 2.687 -3.670 -0.032
C 1.097 0.512 -4.848 -0.032
C 1.114 3.341 -4.889 -0.068
H 0.887 3.216 -2.731 0.105
C 1.212 1.185 -6.034 -0.090
H 1.077 -0.560 -4.768 0.089
C 1.224 2.583 -6.077 -0.071
H 1.130 4.412 -4.912 0.097
H 1.292 0.624 -6.953 0.103
H 1.319 3.113 -7.043 0.112
C 1.111 0.048 5.840 -0.183
P 0.326 -0.019 4.133 0.761
C -0.306 -1.709 4.332 -0.196
C -0.560 1.551 4.489 -0.169
O 0.472 -0.136 2.578 -0.464
H 0.452 0.630 6.526 0.056
H 2.105 0.516 5.853 0.055
H 1.157 -0.960 6.294 0.047
H -0.679 -1.889 5.349 0.062
H -1.065 -2.050 3.602 0.036
H 0.539 -2.418 4.136 0.080
H -0.265 2.383 3.825 0.057
H -1.631 1.330 4.305 0.008
H -0.560 1.947 5.530 0.066
```